Entry from the Open Molecules 2025 dataset: a molecular structure, C38H40N8O3S2SeTl (ωB97M-V with the def2-TZVPD basis set).

Results
Calculated total energy (eV): -149830.3808
Net charge: -1
Frontier orbital gap (eV): 4.86
HOMO (eV): -2.68
Energy relative to the best compared isomer or geometry (same formula, charge and spin) (eV): 0.456

The geometry in XYZ format:
```
93
C38H40N8O3S2SeTl (ωB97M-V with the def2-TZVPD basis set)
Tl 0.600 0.101 -1.338
C -4.031 1.056 -2.852
N -3.343 -0.218 -2.860
C -3.853 -1.382 -2.315
C -2.926 -2.339 -2.472
N -1.838 -1.753 -3.112
C -2.090 -0.416 -3.336
S -1.145 0.772 -4.058
C -0.675 -2.492 -3.454
C -0.806 -3.836 -3.793
C 0.350 -4.531 -4.097
C 1.572 -3.875 -4.082
C 1.583 -2.533 -3.744
N 0.482 -1.862 -3.425
H -5.096 0.874 -2.994
H -3.641 1.665 -3.663
H -3.857 1.570 -1.909
H -4.818 -1.418 -1.843
H -2.900 -3.349 -2.097
H -1.774 -4.312 -3.820
H 0.293 -5.582 -4.350
H 2.495 -4.392 -4.303
H 2.511 -1.973 -3.701
C 2.072 -3.843 1.922
N 2.841 -2.623 2.082
C 3.466 -1.933 1.095
Se 3.526 -2.315 -0.689
N 4.085 -0.879 1.691
C 3.819 -0.857 3.044
C 4.190 0.001 4.064
C 3.726 -0.291 5.340
C 2.920 -1.404 5.584
C 2.557 -2.272 4.561
C 3.024 -1.979 3.291
H 2.066 -4.101 0.868
H 1.040 -3.677 2.226
H 2.532 -4.636 2.513
H 4.497 -0.149 1.138
H 4.803 0.872 3.874
H 3.990 0.361 6.162
H 2.570 -1.595 6.590
H 1.926 -3.131 4.744
N -2.411 2.345 1.392
C -3.141 1.193 1.593
C -2.803 0.365 0.565
N -1.898 0.991 -0.260
C -1.674 2.169 0.269
H -2.407 3.165 1.970
H -3.803 1.070 2.432
H -3.129 -0.647 0.377
H -0.980 2.912 -0.103
C 1.708 2.007 3.073
C 0.964 0.782 2.630
C -0.219 0.358 3.465
O 1.287 0.132 1.657
H 1.910 1.948 4.145
H 1.083 2.882 2.882
H 2.620 2.140 2.500
H -0.860 1.210 3.695
H 0.150 -0.040 4.414
H -0.784 -0.409 2.938
C -0.403 -2.661 0.046
C -1.501 -3.462 0.305
C -1.760 -4.688 -0.402
C -2.862 -5.476 -0.146
C -3.812 -5.138 0.821
C -3.576 -3.963 1.546
C -2.483 -3.162 1.313
H 0.348 -3.001 -0.660
H -0.130 -1.849 0.713
H -1.039 -5.008 -1.150
H -2.988 -6.392 -0.720
H -4.667 -5.768 1.023
H -4.277 -3.667 2.323
H -2.349 -2.261 1.906
O 0.191 9.074 -3.648
C -0.363 8.614 -2.492
O -1.238 9.261 -1.977
C 0.172 7.346 -1.950
C -0.233 6.953 -0.673
C 0.239 5.791 -0.105
C 1.145 4.941 -0.772
S 1.742 3.480 -0.060
C 1.529 5.344 -2.068
C 1.060 6.509 -2.636
H 0.901 8.479 -3.910
H -0.925 7.589 -0.136
H -0.078 5.510 0.893
H 2.200 4.706 -2.629
H 1.387 6.727 -3.650
N 3.935 1.955 -2.591
C 2.771 1.867 -2.432
H 4.710 2.457 -2.198
```

Entry from the Open Molecules 2025 dataset: a molecular structure, C38H41AuBr2NOP (ωB97M-V with the def2-TZVPD basis set).

Results
Calculated total energy (eV): -196660.7309
Net charge: +2
Frontier orbital gap (spin up / spin down) (eV): 8.30 / 6.56
⟨S²⟩: 2.037
2S+1: 3
HOMO (spin up / spin down) (eV): -13.43 / -14.38
Energy relative to the best compared isomer or geometry (same formula, charge and spin) (eV): 0.411

The geometry in XYZ format:
```
85
C38H41AuBr2NOP (ωB97M-V with the def2-TZVPD basis set)
Au -1.087 0.210 0.671
C 5.347 0.351 -3.661
C 4.326 1.364 -4.201
C 5.059 2.646 -4.589
C 3.632 0.788 -5.445
C 3.271 1.603 -3.132
C 2.513 0.495 -2.664
C 1.571 0.711 -1.721
Br 0.518 -0.752 -1.148
C 1.263 1.998 -1.132
O 0.350 2.087 -0.273
C 2.055 3.122 -1.620
C 3.002 2.858 -2.595
C 1.922 4.572 -1.161
C 0.908 4.817 -0.049
C 3.292 5.041 -0.644
C 1.509 5.418 -2.376
H 6.103 0.158 -4.421
H 4.886 -0.605 -3.412
H 5.853 0.729 -2.773
H 5.818 2.409 -5.334
H 5.568 3.099 -3.739
H 4.390 3.384 -5.032
H 4.368 0.647 -6.237
H 2.860 1.459 -5.821
H 3.176 -0.183 -5.249
H 2.691 -0.489 -3.073
H 3.582 3.688 -2.965
H 1.182 4.275 0.853
H -0.104 4.546 -0.339
H 0.924 5.882 0.180
H 3.598 4.474 0.236
H 3.225 6.091 -0.359
H 4.077 4.955 -1.392
H 0.540 5.104 -2.768
H 2.234 5.369 -3.188
H 1.426 6.462 -2.073
C -5.775 -0.122 3.642
C -4.555 0.712 3.391
C -4.294 1.893 4.078
C -3.150 2.609 3.793
C -2.281 2.129 2.830
Br -0.714 3.064 2.468
N -2.504 0.992 2.154
C -3.627 0.322 2.443
H -6.431 0.361 4.362
H -5.502 -1.102 4.037
H -6.340 -0.277 2.724
H -4.982 2.252 4.832
H -2.914 3.529 4.306
H -3.804 -0.574 1.872
C -4.946 -4.221 3.367
C -3.694 -4.196 3.958
C -2.636 -3.554 3.327
C -2.845 -2.934 2.098
C -4.110 -2.971 1.498
C -5.156 -3.611 2.133
P -1.486 -2.244 1.150
C 0.045 -2.410 2.070
C 0.116 -1.735 3.296
C 1.276 -1.785 4.047
C 2.373 -2.497 3.579
C 2.314 -3.152 2.357
C 1.154 -3.109 1.599
C -1.483 -3.166 -0.390
C -1.074 -4.504 -0.395
C -1.189 -5.259 -1.549
C -1.742 -4.696 -2.693
C -2.187 -3.384 -2.684
C -2.061 -2.620 -1.535
H -5.764 -4.729 3.859
H -3.533 -4.683 4.910
H -1.661 -3.547 3.793
H -4.273 -2.524 0.524
H -6.129 -3.645 1.666
H -0.735 -1.174 3.666
H 1.328 -1.270 4.996
H 3.279 -2.538 4.168
H 3.172 -3.700 1.996
H 1.129 -3.611 0.642
H -0.692 -4.968 0.505
H -0.866 -6.289 -1.550
H -1.841 -5.291 -3.591
H -2.640 -2.956 -3.567
H -2.415 -1.595 -1.537
```

Entry from the Open Molecules 2025 dataset: a molecular structure, C38H41CoN2O3P2S4 (ωB97M-V with the def2-TZVPD basis set).

Results
Calculated total energy (eV): -148737.1877
Net charge: +1
Frontier orbital gap (spin up / spin down) (eV): 6.88 / 8.02
⟨S²⟩: 1.113
2S+1: 2
HOMO (spin up / spin down) (eV): -10.58 / -10.58
Energy relative to the best compared isomer or geometry (same formula, charge and spin) (eV): 0.704

The geometry in XYZ format:
```
91
C38H41CoN2O3P2S4 (ωB97M-V with the def2-TZVPD basis set)
Co -0.418 0.097 -0.314
C -2.196 0.624 7.424
S -0.427 0.539 7.050
C -0.232 2.067 6.080
C -0.756 1.968 4.648
C 0.001 0.885 3.877
N -0.331 0.793 2.450
P -1.292 -0.466 1.795
C -2.824 -0.299 2.765
C -3.763 0.629 2.314
C -4.930 0.849 3.027
C -5.176 0.123 4.184
C -4.253 -0.813 4.628
C -3.075 -1.024 3.926
C -0.569 -2.023 2.367
C 0.762 -2.120 2.761
C 1.307 -3.361 3.049
C 0.546 -4.510 2.893
C -0.772 -4.420 2.466
C -1.330 -3.182 2.203
P 0.426 1.636 1.171
C 2.204 1.650 1.523
C 3.025 0.865 0.713
C 4.398 0.863 0.903
C 4.956 1.643 1.906
C 4.144 2.426 2.717
C 2.772 2.434 2.529
C -0.074 3.372 1.396
C 0.777 4.418 1.048
C 0.342 5.732 1.147
C -0.952 6.007 1.566
C -1.814 4.965 1.882
C -1.384 3.654 1.783
H -2.419 -0.234 8.054
H -2.779 0.569 6.509
H -2.413 1.542 7.966
H 0.843 2.252 6.072
H -0.726 2.867 6.631
H -0.616 2.935 4.160
H -1.825 1.743 4.650
H -0.212 -0.081 4.337
H 1.074 1.069 3.981
H -3.577 1.165 1.390
H -5.652 1.575 2.677
H -6.090 0.286 4.739
H -4.454 -1.384 5.524
H -2.361 -1.754 4.285
H 1.376 -1.230 2.833
H 2.331 -3.435 3.389
H 0.983 -5.480 3.085
H -1.359 -5.316 2.320
H -2.356 -3.107 1.860
H 2.573 0.282 -0.079
H 5.034 0.266 0.263
H 6.027 1.648 2.057
H 4.580 3.042 3.491
H 2.145 3.062 3.150
H 1.785 4.210 0.713
H 1.014 6.542 0.898
H -1.288 7.033 1.641
H -2.827 5.180 2.199
H -2.057 2.838 2.022
S 0.693 -2.053 -0.494
C 1.393 -2.360 -2.005
N 2.037 -1.504 -2.769
C 2.396 -1.944 -4.111
C 2.395 -3.472 -4.104
S 1.419 -3.970 -2.641
H 1.897 -0.506 -2.601
H 3.383 -1.552 -4.359
H 1.669 -1.534 -4.813
H 3.393 -3.892 -3.992
H 1.929 -3.890 -4.991
C -1.700 6.925 -2.628
C -1.506 5.439 -2.736
C -0.927 4.865 -3.862
C -0.715 3.498 -3.936
C -1.091 2.701 -2.870
C -1.697 3.246 -1.748
C -1.913 4.608 -1.691
S -0.566 1.020 -2.794
O -0.314 0.491 -4.101
O -1.552 0.254 -1.992
O 0.678 1.067 -1.941
H -1.215 7.448 -3.449
H -1.286 7.294 -1.689
H -2.763 7.169 -2.642
H -0.627 5.499 -4.687
H -0.259 3.040 -4.804
H -1.992 2.594 -0.935
H -2.387 5.041 -0.822
```

Results for largest force on an atom: 0.0127, 0.0092, 0.0235 (in Eh/bohr, following the order of the records).